Computed, not measured: C29H31HgN5S as an isolated structure, with ωB97M-V/def2-TZVPD.

Structure (XYZ):
```
67
Properties=species:S:1:pos:R:3:forces:R:3:lowdin_charge:R:1
Hg 0.527411 0.893704 -0.092431 -0.2 -0.4 -0.2 1.19
C -0.914546 -1.218399 -2.915419 0.0 0.0 0.0 -0.21
C 0.121629 -2.300294 -2.593450 0.0 0.0 0.0 -0.19
C 1.214060 -1.898141 -1.597169 0.0 0.1 0.0 -0.27
N 0.672459 -1.400131 -0.347733 0.1 0.2 0.1 -0.07
C 0.128510 -2.202463 0.531170 0.0 -0.2 0.1 -0.24
C 0.297159 -3.612127 0.487877 0.0 0.1 -0.1 -0.05
C -0.295700 -4.657015 1.182912 0.0 -0.1 0.0 -0.13
C -1.346508 -4.670552 2.076604 0.0 0.1 0.0 -0.15
C -2.021258 -3.521639 2.502589 -0.1 0.0 0.0 -0.13
C -1.730725 -2.198232 2.311563 0.1 0.1 -0.1 -0.04
C -0.634369 -1.525964 1.653848 -0.1 -0.1 -0.1 -0.24
N -0.331800 -0.292072 1.865638 0.1 0.1 0.2 -0.02
C -0.932891 0.507883 2.913302 0.0 0.0 0.0 -0.25
C -1.851848 1.628893 2.404388 0.0 -0.1 0.0 -0.17
C -1.115920 2.793342 1.711209 0.0 0.1 0.1 -0.30
N -0.782901 2.569951 0.335550 0.0 0.2 0.1 -0.17
C -1.592575 2.971719 -0.692581 0.3 -0.2 0.0 -0.25
C -2.708768 3.743466 -0.476512 -0.3 0.1 0.0 -0.09
C -3.668066 4.382032 -1.327799 0.2 -0.1 0.0 -0.15
C -3.710917 4.391205 -2.713475 -0.1 0.1 0.1 -0.19
C -2.851731 3.740843 -3.570400 0.2 -0.1 0.0 -0.15
C -1.738058 2.885574 -3.260144 -0.2 0.2 -0.1 -0.09
C -1.140717 2.483938 -2.084053 0.0 0.0 0.2 -0.26
N -0.106101 1.603839 -2.078393 0.0 0.2 -0.1 -0.16
C 0.380684 1.022593 -3.298221 0.0 0.0 -0.1 -0.30
C -0.483995 -0.113362 -3.885210 0.0 0.0 0.0 -0.19
H -1.270083 -0.757693 -1.990233 0.0 0.0 0.0 0.10
H -1.783003 -1.722907 -3.348657 0.0 0.0 0.0 0.10
H 0.610485 -2.623841 -3.520847 0.0 0.0 0.0 0.11
H -0.393824 -3.176426 -2.190005 0.0 0.0 0.0 0.10
H 1.810709 -1.096232 -2.038030 0.0 0.0 0.0 0.08
H 1.904610 -2.740193 -1.449814 0.0 0.0 0.0 0.10
H 1.036986 -3.936089 -0.233277 0.0 0.0 0.0 0.08
H 0.114023 -5.632757 0.931575 0.0 0.0 0.0 0.09
H -1.705374 -5.630007 2.426507 0.0 0.0 0.0 0.08
H -2.917044 -3.696033 3.094074 0.0 0.0 0.0 0.09
H -2.445424 -1.513854 2.750042 0.0 0.0 0.0 0.09
H -0.106374 0.986180 3.457648 0.0 0.0 0.0 0.10
H -1.460568 -0.104780 3.651586 0.0 0.0 0.0 0.09
H -2.385595 2.017005 3.280204 0.0 0.0 0.0 0.10
H -2.602701 1.225216 1.718396 0.0 0.0 0.0 0.12
H -0.184370 2.953098 2.279342 0.0 0.0 0.0 0.08
H -1.689664 3.714228 1.869508 0.0 0.0 0.0 0.09
H -2.925492 3.936078 0.567502 0.0 0.0 0.0 0.06
H -4.439435 4.937599 -0.805439 0.0 0.0 0.0 0.07
H -4.515279 4.963383 -3.170224 0.0 0.0 0.0 0.08
H -3.046436 3.847932 -4.632999 0.0 0.0 0.0 0.07
H -1.297252 2.467153 -4.155051 0.0 0.0 0.0 0.06
H 1.384901 0.630950 -3.109893 0.0 0.0 0.0 0.08
H 0.514306 1.779309 -4.088610 0.0 0.0 0.0 0.10
H 0.062258 -0.555862 -4.729097 0.0 0.0 0.0 0.10
H -1.391095 0.327162 -4.303045 0.0 0.0 0.0 0.09
S 3.550858 1.427092 3.729735 0.1 0.0 0.0 1.04
C 2.679032 1.940246 2.327672 -0.2 0.1 -0.1 -0.46
N 2.717606 1.162063 1.305059 0.2 -0.2 0.0 0.00
C 3.501600 0.039146 1.575748 -0.2 0.3 0.0 -0.31
C 3.742837 -1.002636 0.681977 0.1 -0.1 0.0 -0.01
C 4.523936 -2.057031 1.100113 0.0 0.1 0.1 -0.07
C 5.068748 -2.079306 2.392964 0.0 -0.1 -0.1 -0.09
C 4.844398 -1.052439 3.282992 -0.1 0.1 0.0 -0.10
C 4.047516 0.014853 2.861177 0.1 -0.2 0.0 -0.48
H 2.109149 2.859865 2.336607 0.0 0.0 0.0 0.07
H 3.306696 -0.974391 -0.304972 0.0 0.0 0.0 0.09
H 4.711732 -2.882808 0.426780 0.0 0.0 0.0 0.10
H 5.672014 -2.924704 2.698664 0.0 0.0 0.0 0.10
H 5.262092 -1.077161 4.280664 0.0 0.0 0.0 0.10
```
Forces are in eV/Å.

Calculated values
* multiplicity: 2
* HOMO-LUMO gap (spin up / spin down): 3.25 / 5.25 eV
* HOMO level (spin up / spin down): -1.10 / -3.11 eV
* charge: -1
* strongest force on any atom: 0.482 eV Å⁻¹
* ΔE to the lowest compared entry with this formula, charge and spin: 18.0 kcal/mol